{"formula": "C4H9NO2", "method": "ωB97M-V with the def2-TZVPD basis set", "symbols": ["C", "O", "C", "C", "N", "C", "O", "H", "H", "H", "H", "H", "H", "H", "H", "H"], "coordinates": [[0.13, -2.55, 0.47], [0.48, -1.20, 0.59], [0.47, -0.53, -0.64], [0.63, 0.93, -0.32], [-0.46, 1.40, 0.52], [-1.04, 2.57, 0.18], [-0.75, 3.19, -0.84], [-0.88, -2.66, 0.05], [0.84, -3.10, -0.17], [0.15, -2.96, 1.48], [-0.49, -0.68, -1.17], [1.27, -0.88, -1.31], [0.57, 1.51, -1.24], [1.60, 1.12, 0.16], [-0.70, 0.91, 1.38], [-1.81, 2.93, 0.87]], "lowdin_charge": [-0.1175, -0.1977, -0.2397, -0.1629, 0.0349, -0.3577, -0.0082, 0.0913, 0.0911, 0.0899, 0.1318, 0.1316, 0.1162, 0.1324, 0.1382, 0.1264], "smiles": "COCCNC=O", "energy_ha": -363.0350}


{"formula": "C4H6O", "method": "ωB97M-V with the def2-TZVPD basis set", "symbols": ["C", "C", "C", "C", "H", "H", "H", "H", "H", "H", "O"], "coordinates": [[0.45, 0.35, 1.07], [0.58, -0.27, -1.15], [-0.89, -0.17, -0.72], [-0.94, 0.14, 0.61], [0.86, -0.34, 1.84], [0.49, 1.39, 1.63], [0.87, 0.17, -2.04], [0.86, -1.35, -1.20], [-1.78, -0.54, -1.29], [-1.78, 0.26, 1.38], [1.29, 0.38, -0.12]], "lowdin_charge": [-0.2267, -0.2126, -0.0523, -0.0928, 0.1199, 0.1423, 0.0904, 0.1266, 0.1104, 0.1314, -0.1367], "smiles": "C1=CCOC1", "energy_ha": -231.1911}


Sequential maximum force output: 0.76 3.05 eV/Å
Sequential frontier orbital gap output: 10.651 10.138 eV
Sequential ΔE to the lowest compared entry with this formula, charge and spin output: 132.6 85.5 kJ/mol